ORCA calculation (the ωB97M-V functional and the def2-TZVPD basis) on a molecular structure, C53H69N2O4RbS.

Structure (XYZ):
```
130
Properties=species:S:1:pos:R:3:forces:R:3
Rb -2.5754 -3.0707 0.1835 0.23 -1.02 -0.15
C -4.1323 -1.4096 -2.3116 -0.22 -0.13 -0.16
O -2.9446 -1.1285 -1.5904 -0.04 0.51 -0.19
C -2.4900 0.1456 -1.8655 0.02 0.25 -0.09
C -3.0358 1.2392 -1.1945 -0.07 -0.16 -0.03
C -3.9099 1.0779 0.0322 0.17 -0.03 0.11
C -3.0704 1.3297 1.2706 -0.11 -0.11 -0.07
C -2.8062 2.6127 1.7035 -0.01 0.01 0.07
C -1.9534 2.8965 2.7732 0.06 0.03 0.01
C -1.3376 1.8013 3.3761 -0.05 0.06 0.02
C -1.5763 0.4979 2.9791 -0.09 -0.20 0.06
C -0.8328 -0.6645 3.6074 -0.12 0.10 -0.15
C 0.5272 -0.8073 2.9611 -0.07 -0.21 -0.03
C 1.5223 0.1177 3.2692 0.03 0.00 0.04
C 2.7614 0.1081 2.6495 0.06 0.01 -0.02
C 2.9779 -0.8477 1.6630 -0.08 -0.02 0.06
C 2.0128 -1.7804 1.3129 0.02 -0.12 0.04
C 2.2507 -2.7072 0.1433 -0.11 0.16 -0.13
C 2.0420 -1.9427 -1.1539 -0.08 -0.19 0.10
C 3.0499 -1.1101 -1.6150 0.03 0.01 -0.08
C 2.8842 -0.2503 -2.6945 0.02 0.01 0.07
C 1.6074 -0.2229 -3.2580 0.04 0.01 -0.02
C 0.5754 -1.0407 -2.8432 -0.10 -0.01 -0.09
C -0.8024 -0.8733 -3.4578 0.07 -0.09 0.13
C -1.5212 0.3181 -2.8568 -0.10 -0.15 -0.06
C -1.2076 1.6115 -3.2512 0.02 0.03 0.00
C -1.8055 2.7288 -2.6743 -0.05 0.01 0.07
C -2.6940 2.5167 -1.6296 0.03 -0.01 -0.08
C -1.4466 4.1263 -3.1729 0.07 0.12 -0.03
C -2.2492 5.2255 -2.4709 0.05 -0.11 0.00
C 0.0441 4.3853 -2.9081 -0.06 -0.03 -0.01
C -1.7277 4.2274 -4.6795 0.02 -0.01 0.04
C 0.7731 -2.0231 -1.8157 0.31 -0.03 -0.15
O -0.1062 -2.9099 -1.5314 -0.25 0.02 0.14
C 3.9799 0.6694 -3.2194 0.04 0.10 -0.04
C 4.2309 0.3974 -4.7112 0.01 0.03 0.06
C 3.5516 2.1368 -3.0473 0.05 -0.08 -0.01
C 5.3055 0.4847 -2.4762 -0.09 0.00 -0.02
C 0.7981 -1.7871 2.0047 0.08 0.09 0.14
O -0.1216 -2.7961 1.7546 0.28 0.32 0.11
C 0.0101 -3.8536 2.6858 -0.04 -0.16 0.17
C 3.8466 1.1409 2.9467 0.03 0.07 -0.01
C 5.1827 0.4418 3.2362 -0.04 0.02 -0.01
C 3.4970 2.0187 4.1508 -0.01 -0.05 -0.08
C 3.9956 2.0479 1.7145 0.00 -0.02 0.06
C -2.5004 0.1880 1.9295 -0.03 0.32 0.28
O -2.8062 -1.0061 1.6211 0.05 0.46 0.14
C -1.6768 4.3431 3.1718 0.02 0.09 -0.03
C -0.9712 5.0670 2.0111 -0.02 -0.02 0.08
C -0.7724 4.4495 4.4026 -0.06 -0.03 -0.09
C -2.9893 5.0773 3.4883 0.07 -0.02 0.00
H -3.9294 -1.4750 -3.3880 0.05 -0.01 0.03
H -4.8862 -0.6311 -2.1541 0.03 0.00 0.07
H -4.5225 -2.3632 -1.9555 0.02 -0.02 0.01
H -4.2927 0.0607 0.0998 -0.07 0.02 -0.04
H -4.7446 1.7830 -0.0158 0.00 0.00 -0.01
H -3.2883 3.4356 1.1789 0.00 0.00 -0.01
H -0.6427 1.9609 4.1950 -0.02 0.00 0.01
H -1.4328 -1.5562 3.4322 0.03 -0.03 0.07
H -0.7133 -0.5079 4.6839 0.02 0.00 0.00
H 1.2896 0.8672 4.0143 0.00 -0.02 -0.01
H 3.9211 -0.8741 1.1305 0.00 0.04 -0.03
H 1.5337 -3.5154 0.1977 -0.04 -0.21 -0.05
H 3.2676 -3.1111 0.1916 0.00 0.00 0.02
H 4.0023 -1.1413 -1.0948 -0.01 0.00 0.01
H 1.4028 0.4758 -4.0666 0.00 -0.02 -0.01
H -1.3657 -1.7849 -3.2623 -0.02 0.01 -0.07
H -0.7096 -0.7298 -4.5384 -0.02 0.00 -0.01
H -0.4733 1.7418 -4.0394 -0.01 -0.02 0.01
H -3.1480 3.3544 -1.1171 0.01 0.00 0.01
H -2.0496 5.2337 -1.3980 -0.04 0.02 0.00
H -3.3218 5.0946 -2.6282 -0.01 0.01 0.04
H -1.9619 6.2001 -2.8734 0.01 0.01 -0.01
H 0.2470 4.3202 -1.8374 0.04 0.01 -0.01
H 0.3324 5.3803 -3.2612 0.01 0.00 -0.01
H 0.6673 3.6443 -3.4103 0.00 0.02 0.02
H -2.7753 3.9972 -4.8847 0.00 0.00 -0.02
H -1.1100 3.5294 -5.2460 -0.02 -0.01 -0.01
H -1.5189 5.2390 -5.0402 0.02 0.00 0.00
H 3.3275 0.5756 -5.2960 0.00 -0.02 -0.02
H 4.5309 -0.6415 -4.8629 0.00 0.00 0.00
H 5.0231 1.0496 -5.0949 -0.01 0.01 -0.02
H 2.6317 2.3421 -3.5967 0.01 0.01 0.01
H 4.3312 2.8147 -3.4124 -0.02 0.02 -0.01
H 3.3658 2.3509 -1.9931 -0.02 0.02 0.00
H 5.6747 -0.5390 -2.5688 0.00 0.00 0.03
H 5.1935 0.7226 -1.4163 0.03 -0.03 0.01
H 6.0576 1.1592 -2.8946 0.01 0.00 0.00
H -0.1470 -3.5079 3.7145 -0.01 0.08 -0.04
H 1.0062 -4.3107 2.6272 -0.03 0.00 -0.07
H -0.7372 -4.6050 2.4394 0.03 -0.01 -0.04
H 5.0667 -0.2821 4.0455 0.02 0.00 0.01
H 5.9392 1.1747 3.5319 0.00 0.01 -0.02
H 5.5546 -0.0886 2.3591 0.00 -0.03 0.01
H 3.3474 1.4149 5.0485 -0.02 0.02 0.01
H 2.5895 2.5949 3.9628 0.00 0.01 0.06
H 4.3101 2.7236 4.3416 0.01 0.01 -0.01
H 4.2230 1.4601 0.8240 0.02 0.01 -0.01
H 4.7923 2.7838 1.8640 0.00 0.00 0.00
H 3.0584 2.5761 1.5287 0.02 0.02 -0.03
H -0.0251 4.5710 1.7855 0.00 0.01 -0.03
H -0.7692 6.1141 2.2651 0.00 0.00 -0.02
H -1.5847 5.0401 1.1090 0.00 0.01 -0.01
H 0.2023 3.9964 4.2104 0.01 -0.01 0.05
H -1.2224 3.9568 5.2670 0.03 -0.01 0.01
H -0.6117 5.5026 4.6506 0.00 0.00 0.01
H -3.6440 5.1028 2.6164 -0.02 -0.01 0.01
H -2.7885 6.1097 3.7955 -0.02 0.01 -0.01
H -3.5222 4.5702 4.2951 -0.01 0.00 0.00
C -4.4034 -6.0543 0.3920 0.00 -0.07 0.05
C -4.8894 -5.0155 1.2060 -0.16 -0.14 0.19
C -5.6245 -4.1323 0.3939 -0.24 0.10 0.07
C -5.5887 -4.6254 -0.9240 -0.08 0.07 -0.09
C -4.8315 -5.8119 -0.9238 0.05 -0.10 -0.10
H -3.8233 -6.9051 0.7238 0.06 0.04 -0.02
H -4.7713 -4.9446 2.2813 0.05 0.06 -0.02
H -6.1736 -3.2627 0.7360 0.09 0.05 -0.02
H -6.0992 -4.2002 -1.7813 0.03 0.03 0.01
H -4.6420 -6.4476 -1.7805 0.06 0.05 -0.01
C 1.8897 -8.2901 1.0242 -0.01 0.06 -0.01
N 1.7607 -7.2919 -0.0110 0.02 0.16 0.00
C 0.6469 -6.5011 -0.1901 0.19 -0.29 -0.19
N 0.8042 -5.5495 -1.1173 -0.01 0.14 -0.19
S -0.7911 -6.7833 0.6014 -0.14 0.08 0.05
H 2.4271 -9.1599 0.6396 -0.01 0.01 0.00
H 0.8879 -8.5839 1.3253 -0.02 -0.04 0.01
H 2.4173 -7.9089 1.9049 -0.03 0.01 0.00
H 2.6228 -6.9253 -0.3796 0.00 0.01 -0.04
H 1.7186 -5.3906 -1.5102 0.00 0.04 0.00
H 0.1481 -4.7727 -1.2830 0.16 -0.02 0.29
```
Forces are in eV/Å.

Summary:
- Energy above the lowest of the compared OMol25 structures with the same formula, charge and spin: 13.12 kcal per mole
- LUMO: 0.13708 Ha
- Kohn-Sham gap: 0.18832 Ha
- Calculated total energy: -2893.84669 a.u.
- Net charge: -2

Atomic partial charges in e from the Mulliken method, atoms 1 to 99: 0.2734, -0.7487, 0.7487, -0.1380, 0.1941, -1.8457, 0.1564, -0.1385, -0.4980, 0.0269, -0.0352, -2.0665, 0.7554, -0.2572, 0.1465, -0.6294, 0.7486, -0.6862, 0.4946, -0.1726, -0.9012, -0.1413, 0.3376, -1.9980, 0.5100, -0.1889, -0.4038, -0.0513, 2.2168, -1.9577, -1.3985, -1.8449, 0.8326, -0.9210, 2.5109, -1.9937, -1.6073, -1.9530, -0.9131, 0.2167, -0.8967, 2.4294, -1.8740, -2.2456, -1.0555, 0.4261, -0.7595, 2.4897, -1.1967, -1.9759, -1.9362, 0.1781, 0.3050, 0.0033, 0.2575, 0.7647, 0.1650, 0.4466, 0.3797, 0.6819, 0.3466, 0.0734, -0.8477, 0.7940, 0.4216, 0.2231, 0.3438, 0.7580, 0.2124, 0.4181, 0.1537, 0.4118, 0.4506, 0.2840, 0.5032, 0.1468, 0.3737, 0.3040, 0.4767, 0.2833, 0.3922, 0.4619, 0.2726, 0.4959, 0.2141, 0.4062, 0.1417, 0.4514, 0.3118, 0.2258, 0.1907, 0.4151, 0.4745, 0.2402, 0.4134, 0.2644, 0.4572, -0.1134, 0.4987